[1]
C18H29Br27NO | ωB97M-V with the def2-TZVPD basis set

Calculated values
- Lowest unoccupied orbital energy: -3.0961 eV
- HOMO level: -11.52 eV
- HOMO-LUMO gap: 8.426 eV
- Charge: +1

Last column: Löwdin charge in e.
Positions of all 76 atoms, in Å:
C1 -1.842 0.284 2.002  -0.14
C2 -0.336 0.328 2.385  -0.25
C3 0.587 -0.235 1.271  -0.20
C4 0.253 -1.709 0.900  -0.21
C5 -0.714 -1.798 -0.332  -0.15
C6 0.005 -2.465 -1.566  -0.29
C7 -1.026 -2.479 -2.737  -0.06
N1 -0.421 -2.420 -4.105  0.05
C8 0.668 -1.404 -4.154  -0.12
C9 1.726 -1.924 -3.114  -0.17
O1 1.193 -1.693 -1.809  -0.16
H1 -2.095 1.025 1.221  0.05
H2 -2.135 -0.702 1.589  0.06
H3 -2.484 0.441 2.885  0.06
H4 -0.200 -0.212 3.340  0.10
H5 -0.046 1.378 2.580  0.07
H6 0.519 0.381 0.371  0.03
H7 1.628 -0.163 1.626  0.09
H8 -0.295 -2.142 1.767  0.04
H9 1.151 -2.315 0.697  0.09
H10 -1.604 -2.414 -0.108  0.12
H11 -1.074 -0.802 -0.647  0.08
H12 0.264 -3.481 -1.209  0.15
H13 -1.793 -1.689 -2.664  0.13
H14 -1.563 -3.444 -2.683  0.15
H15 -1.140 -2.191 -4.794  0.17
H16 -0.025 -3.317 -4.403  0.16
H17 1.079 -1.226 -5.156  0.15
H18 0.266 -0.456 -3.735  0.00
H19 1.769 -3.025 -3.259  0.07
H20 2.694 -1.445 -3.283  0.09
C10 -0.171 2.935 -2.857  -1.57
Br1 0.384 1.229 -2.142  0.76
Br2 -0.275 4.284 -1.478  0.60
Br3 0.933 3.499 -4.343  0.61
H21 -1.173 2.797 -3.245  -0.12
C11 -3.408 2.503 -5.470  -1.59
Br4 -3.946 3.686 -4.045  0.61
Br5 -2.274 3.394 -6.751  0.60
Br6 -2.573 0.895 -4.773  0.57
H22 -4.304 2.194 -5.993  -0.02
C12 2.994 -6.570 -2.697  -1.60
Br7 3.845 -4.911 -2.185  0.60
Br8 2.825 -7.782 -1.207  0.59
Br9 1.279 -6.272 -3.552  0.55
H23 3.632 -7.047 -3.431  -0.02
C13 -1.330 4.598 4.021  -1.58
Br10 0.210 5.589 3.389  0.55
Br11 -2.468 4.065 2.544  0.53
Br12 -0.810 3.089 5.111  0.56
H24 -1.908 5.263 4.650  -0.03
C14 1.043 -5.182 3.246  -1.61
Br13 0.739 -3.372 3.860  0.64
Br14 2.340 -5.269 1.814  0.55
Br15 1.502 -6.356 4.709  0.59
H25 0.108 -5.539 2.833  -0.03
C15 -6.042 2.238 0.530  -1.60
Br16 -4.537 3.303 -0.056  0.52
Br17 -7.162 1.712 -0.955  0.57
Br18 -5.473 0.717 1.577  0.60
H26 -6.642 2.865 1.176  -0.02
C16 -1.108 2.971 9.456  -1.62
Br19 -1.754 1.150 9.533  0.56
Br20 0.614 3.081 8.584  0.54
Br21 -2.404 4.155 8.643  0.55
H27 -0.970 3.304 10.476  -0.03
C17 4.631 2.588 -3.420  -1.63
Br22 4.853 0.666 -3.347  0.57
Br23 4.322 3.331 -1.666  0.54
Br24 6.112 3.446 -4.316  0.59
H28 3.745 2.783 -4.010  -0.10
C18 3.822 2.192 2.616  -1.61
Br25 4.891 2.448 4.205  0.59
Br26 3.197 3.879 1.896  0.53
Br27 4.753 1.139 1.285  0.55
H29 2.945 1.629 2.910  -0.05


[2]
C18H29BrF3N3O3P | ωB97M-V with the def2-TZVPD basis set

Calculated values
- Lowest unoccupied orbital energy: -4.1254 eV
- Energy above the lowest of the compared OMol25 structures with the same formula, charge and spin: 224.7 kJ/mol
- HOMO level: -12.25 eV
- HOMO-LUMO gap: 8.125 eV
- Charge: +1

Last column: natural (NBO) charge in e.
Positions of all 58 atoms, in Å:
C1 -5.310 -0.462 -1.718  -0.65
C2 -4.925 -0.383 -3.243  -0.41
C3 -3.375 -0.349 -3.593  -0.58
C4 -2.957 -1.695 -4.382  -0.62
P1 -2.201 -0.219 -2.149  1.43
Br1 -2.353 -2.008 -0.779  -0.03
C5 -0.468 -0.371 -2.912  -0.83
C6 0.660 0.319 -2.068  0.56
O1 1.380 1.100 -2.663  -0.50
C7 0.974 0.076 -0.582  -0.21
C8 0.831 -1.182 0.143  -0.18
C9 1.109 -1.348 1.564  -0.22
C10 1.546 -0.164 2.306  -0.17
C11 1.738 1.125 1.620  -0.22
C12 1.453 1.251 0.181  -0.16
C13 -2.269 1.371 -1.199  -0.84
C14 -2.460 2.693 -2.097  0.43
N1 -3.860 3.009 -2.398  -0.84
N2 -2.006 3.803 -1.220  -0.84
N3 -1.588 2.745 -3.290  -0.84
H1 -6.419 -0.256 -1.654  0.25
H2 -4.821 0.295 -1.059  0.20
H3 -5.193 -1.513 -1.331  0.23
H4 -5.430 -1.255 -3.748  0.24
H5 -5.406 0.542 -3.679  0.22
H6 -3.226 0.500 -4.324  0.28
H7 -2.220 -2.312 -3.800  0.22
H8 -3.833 -2.353 -4.593  0.25
H9 -2.515 -1.386 -5.362  0.24
H10 -0.258 -1.467 -3.083  0.29
H11 -0.523 0.122 -3.922  0.28
H12 0.475 -2.067 -0.446  0.21
H13 0.970 -2.363 1.998  0.25
H14 1.725 -0.306 3.402  0.24
H15 2.072 2.012 2.216  0.24
H16 1.613 2.254 -0.291  0.24
H17 -1.301 1.528 -0.633  0.29
H18 -3.066 1.399 -0.402  0.29
H19 -4.327 2.258 -2.902  0.36
H20 -4.364 3.292 -1.557  0.39
H21 -1.000 3.716 -1.058  0.36
H22 -2.239 4.686 -1.678  0.40
H23 -0.616 2.904 -3.025  0.39
H24 -1.693 1.933 -3.898  0.34
C15 7.351 -0.839 5.432  -0.64
C16 6.140 -0.489 4.593  -0.08
O2 5.225 -1.598 4.519  -0.48
C17 4.436 -1.778 5.584  0.68
O3 4.444 -1.094 6.566  -0.52
C18 3.492 -2.959 5.349  0.90
F1 4.130 -4.035 4.858  -0.30
F2 2.519 -2.650 4.462  -0.33
F3 2.880 -3.358 6.468  -0.30
H25 7.831 -1.743 5.052  0.22
H26 8.075 -0.023 5.422  0.23
H27 7.071 -1.037 6.467  0.23
H28 6.450 -0.275 3.569  0.20
H29 5.631 0.402 4.968  0.20


[3]
C18H29CrN2O2P2S | ωB97M-V with the def2-TZVPD basis set

Calculated values
- 2S+1: 4
- Lowest unoccupied orbital energy (spin up / spin down): 0.1784 / 0.0122 eV
- HOMO level (spin up / spin down): -7.82 / -8.14 eV
- HOMO-LUMO gap (spin up / spin down): 8.000 / 8.153 eV

Last column: Mulliken spin population.
Positions of all 55 atoms, in Å:
C1 -0.777 3.812 -1.438  0.00
C2 -0.785 2.468 -1.074  0.05
N1 0.010 2.023 -0.074  -0.03
C3 0.870 2.859 0.542  0.00
C4 0.908 4.209 0.222  0.00
C5 0.065 4.695 -0.775  0.01
C6 -1.659 1.475 -1.789  -0.02
P1 -1.997 0.028 -0.733  -0.06
Cr1 -0.089 0.032 0.596  3.43
P2 2.042 0.484 1.271  -0.09
C7 1.776 2.271 1.601  0.02
C8 0.021 -2.076 0.663  -0.24
C9 -1.036 -2.704 1.318  0.06
C10 -1.038 -4.103 1.437  -0.02
C11 0.011 -4.861 0.899  0.03
C12 1.044 -4.217 0.212  -0.02
C13 1.057 -2.820 0.100  0.03
O1 -0.737 0.452 -4.211  0.00
O2 0.331 -1.629 -2.960  0.00
H1 -1.437 4.116 -2.250  0.00
H2 1.606 4.846 0.759  0.00
H3 0.063 5.751 -1.034  0.00
C14 -3.465 0.533 0.198  0.02
C15 -2.603 -1.264 -1.830  0.01
H4 2.760 2.756 1.605  0.00
H5 1.318 2.371 2.597  0.00
H6 -1.202 1.132 -2.772  0.01
H7 -2.641 1.913 -2.020  0.00
C16 2.639 -0.170 2.839  0.02
C17 3.480 0.491 0.177  0.01
H8 -1.830 -2.102 1.771  0.00
H9 -1.850 -4.600 1.970  0.00
H10 0.031 -5.947 1.021  0.00
H11 1.861 -4.790 -0.227  0.00
H12 1.893 -2.319 -0.392  0.01
H13 0.616 -1.375 -2.045  -0.01
H14 0.285 -2.604 -2.962  0.00
H15 -0.263 -0.373 -3.897  0.00
H16 -0.071 1.012 -4.641  0.00
H17 0.550 -0.307 -0.744  -0.21
H18 -4.277 0.736 -0.513  0.00
H19 -3.745 -0.284 0.873  0.00
H20 -3.256 1.426 0.799  0.00
H21 -3.484 -0.891 -2.372  0.00
H22 -1.806 -1.544 -2.533  0.00
H23 -2.877 -2.136 -1.222  0.00
H24 4.314 0.969 0.710  0.00
H25 3.741 -0.547 -0.063  0.00
H26 3.277 1.027 -0.759  0.00
H27 3.631 0.247 3.068  0.00
H28 1.944 0.060 3.652  0.00
H29 2.685 -1.259 2.719  0.00
S1 -1.141 0.927 2.665  0.00
C18 -0.590 0.163 4.036  0.02
N2 -0.174 -0.363 5.009  0.00


| no. | calculated total energy (hartree) |
| --- | --- |
| 1 | -70331.2809 |
| 2 | -4307.9730 |
| 3 | -3088.6517 |